1.
C11H18FN2 | the ωB97M-V functional and the def2-TZVPD basis

The geometry in XYZ format:
```
32
Properties=species:S:1:pos:R:3:forces:R:3
C 3.264 -0.907 -0.195 0.49 -0.93 0.10
C 2.837 0.141 0.991 0.68 -0.30 0.12
C 2.505 1.674 0.452 -0.18 -1.23 -0.85
F 3.535 2.101 -0.547 -2.46 -0.94 2.36
C 1.072 1.606 -0.354 -3.88 -0.22 -1.53
C 0.834 2.016 -1.929 -3.47 -1.57 2.67
C -0.704 1.856 -2.539 0.80 -1.28 4.21
C -1.926 1.262 -1.565 4.60 0.93 0.34
N -1.605 0.875 -0.132 3.05 1.56 -2.26
C -2.713 0.296 0.733 -1.71 -1.08 -0.32
C -2.271 -1.017 1.609 -0.20 -0.09 0.13
C -1.401 -2.141 0.792 0.88 -0.01 0.43
N -2.161 -2.778 -0.384 1.48 1.34 0.04
C -0.229 1.039 0.475 0.62 1.09 -3.10
H 3.806 -0.411 -1.114 -1.27 -0.81 1.94
H 2.352 -1.578 -0.569 1.90 1.70 0.75
H 4.052 -1.676 0.265 -1.79 1.72 -0.97
H 3.715 0.209 1.785 -1.81 0.04 -1.79
H 1.926 -0.350 1.575 1.74 1.43 -1.23
H 2.518 2.413 1.362 -0.13 -1.17 -2.12
H 1.724 2.401 -2.590 -2.00 -0.84 1.49
H -0.922 2.132 -3.657 0.36 -0.63 2.52
H -3.025 1.140 -1.962 2.46 0.17 1.11
H -3.184 1.149 1.384 1.06 -1.70 -1.19
H -3.550 -0.082 -0.029 1.83 1.04 1.64
H -3.264 -1.565 1.976 2.07 1.39 -0.86
H -1.728 -0.626 2.576 -0.86 -1.04 -1.90
H -0.392 -1.742 0.329 -1.76 -0.21 1.36
H -1.077 -2.967 1.590 -0.94 1.70 -1.86
H -1.378 -3.222 -0.953 -1.59 0.59 0.76
H -2.515 -1.980 -0.989 0.63 -1.32 0.85
H -0.097 0.733 1.614 -0.60 0.69 -2.82
```
Forces are in eV/Å.

The structure (SMILES) is CC[C@@H](F)c1ccc[n+](CCCN)c1. The energy above the lowest of the compared OMol25 structures with the same formula, charge and spin is 3.7383 eV. The molecular weight is 197.3 g mol⁻¹. As for the lowest unoccupied orbital energy: -5.08 eV. As for the spin multiplicity: 1. For the total energy, the calculation gives -17380.5821 eV. As for the largest force on an atom: 4.70 eV/Å. Its net charge is +1. The calculation puts the HOMO-LUMO gap at 7.60 eV.

These are the Mulliken partial charges, in e, on atoms 1 to 4: number 1, C, carries -0.8691; number 2, C, carries -0.3906; number 3, C, carries 0.1413; number 4, F, carries -0.3144

---

2.
C11H18MoN4PS | the ωB97M-V functional and the def2-TZVPD basis

The geometry in XYZ format:
```
36
Properties=species:S:1:pos:R:3:forces:R:3
Mo -0.461 -0.413 -1.077 -0.42 -0.37 -0.10
C 0.261 -1.876 2.936 0.01 0.02 -0.05
C 0.324 -1.462 1.519 0.23 -0.08 0.02
N -0.680 -0.944 0.870 -0.23 0.17 0.05
N -1.905 -0.795 1.490 0.22 -0.03 -0.33
C -2.881 -0.896 0.635 -0.25 -0.05 0.14
N -4.150 -0.804 0.991 0.11 0.00 0.00
S -2.580 -1.171 -1.137 0.32 0.09 0.04
C 1.532 -1.645 0.680 -0.24 0.09 -0.03
C 2.729 -2.138 1.122 0.13 -0.06 0.01
C 3.769 -2.323 0.198 0.01 -0.02 0.09
C 3.570 -2.020 -1.136 0.02 -0.01 -0.06
C 2.338 -1.525 -1.530 -0.05 -0.03 0.19
N 1.346 -1.325 -0.639 0.25 -0.10 -0.06
H -0.762 -2.068 3.246 -0.02 0.01 -0.01
H 0.650 -1.063 3.562 0.01 -0.01 0.00
H 0.880 -2.755 3.109 -0.02 -0.01 0.02
H -4.382 -0.686 1.970 -0.01 0.00 0.01
H -4.907 -1.007 0.355 -0.02 0.02 -0.02
H 2.869 -2.391 2.165 0.02 0.00 -0.01
H 4.722 -2.716 0.533 0.00 0.00 0.00
H 4.349 -2.168 -1.872 -0.01 0.00 0.00
H 2.137 -1.293 -2.570 -0.03 0.02 -0.02
C -2.360 2.678 -1.011 0.00 -0.02 0.03
P -0.676 2.070 -1.177 -0.02 0.20 0.11
C 0.325 2.687 0.190 0.00 0.07 -0.02
C 0.008 2.660 -2.736 0.01 0.00 0.01
H -2.309 3.771 -1.023 -0.04 0.00 0.01
H -2.794 2.351 -0.067 -0.01 0.02 0.01
H -2.974 2.337 -1.844 0.00 0.01 -0.01
H 0.308 3.780 0.155 0.01 0.00 0.02
H 1.362 2.361 0.102 0.01 0.00 0.00
H -0.091 2.361 1.143 -0.01 0.01 0.01
H -0.032 3.753 -2.705 0.02 0.01 -0.05
H -0.585 2.317 -3.585 -0.02 0.01 -0.01
H 1.049 2.360 -2.861 0.02 0.01 0.00
```
Forces are in eV/Å.

As for the expectation value of S²: 2.047. The molecular weight is 365.3 g mol⁻¹. As for the lowest unoccupied orbital energy (alpha / beta): -12.75 / -12.57 eV. As for the spin multiplicity: 3. For the total energy, the calculation gives -39610.4154 eV. As for the largest force on an atom: 0.57 eV/Å. Its net charge is +3. The calculation puts the HOMO-LUMO gap (alpha / beta) at 6.44 / 6.72 eV.

These are the Mulliken partial charges, in e, on atoms 1 to 4: number 1, Mo, carries 0.4727; number 2, C, carries -1.4172; number 3, C, carries 0.8058; number 4, N, carries 0.7475